This record from the OMol25 dataset describes a molecular structure, C29H48Cl2N3O4RuSSi. The level of theory is wB97M-V/def2-TZVPD.

XYZ file:
```
89
Properties=species:S:1:pos:R:3:mulliken_spin:R:1
C 3.583 -2.054 -5.702 -0.0055
C 2.972 -1.357 -6.876 0.0029
H 3.114 -3.037 -5.562 -0.0010
H 3.440 -1.468 -4.786 -0.0019
H 4.656 -2.219 -5.883 0.0005
C 2.911 -1.959 -8.081 0.0005
C 3.276 -3.383 -8.319 0.0000
H 2.653 -1.406 -8.979 -0.0001
H 2.683 -4.072 -7.698 0.0001
H 4.342 -3.588 -8.145 0.0001
H 3.066 -3.610 -9.369 0.0001
Ru 0.945 0.773 -2.715 3.6973
Cl 1.601 2.732 -3.684 0.2930
C -0.367 3.132 -1.794 0.0386
O -0.479 1.871 -1.818 0.0667
N -1.314 3.937 -2.273 0.0218
C -2.624 3.376 -2.596 0.0010
C -0.938 5.205 -2.880 0.0040
H 0.537 3.611 -1.382 -0.0008
H -2.951 2.755 -1.758 -0.0018
H -2.603 2.767 -3.511 0.0026
H -3.308 4.220 -2.737 0.0008
H -0.242 5.732 -2.221 0.0005
H -1.843 5.800 -3.026 0.0004
H -0.434 5.065 -3.848 0.0009
H -3.126 1.443 1.196 -0.0005
H -2.210 2.355 3.666 0.0000
C -2.432 0.606 1.346 -0.0015
C -1.748 1.356 3.634 -0.0001
N -1.383 0.979 2.273 0.0005
H -1.977 0.326 0.395 0.0006
C -0.096 1.030 1.863 -0.0005
O 0.298 0.659 0.747 -0.0171
H -0.836 1.370 4.239 0.0001
H 0.578 1.448 2.638 0.0009
H -3.006 -0.237 1.749 0.0000
H -2.456 0.629 4.052 0.0000
H 0.126 -4.238 0.405 -0.0001
H -0.850 -3.271 -3.237 -0.0023
C -0.855 -4.098 -0.062 0.0004
C -1.502 -3.414 -2.366 0.0038
N -0.787 -3.113 -1.132 0.0015
H -1.579 -3.832 0.724 0.0001
C -0.157 -1.928 -0.974 -0.0124
O 0.179 -1.214 -1.947 0.0193
H -2.390 -2.773 -2.465 0.0004
H 0.026 -1.611 0.058 0.0067
H -1.181 -5.042 -0.514 0.0001
H -1.832 -4.453 -2.295 0.0001
O 1.523 -0.086 -5.453 0.1652
C 2.421 0.042 -6.568 0.0036
C 1.069 0.241 -8.746 0.0021
C 1.921 0.816 -7.803 -0.0061
H 0.770 -0.802 -8.630 0.0003
C 0.624 0.985 -9.858 -0.0009
H 3.269 0.629 -6.184 0.0058
C 2.334 2.150 -7.972 0.0050
H -0.038 0.496 -10.578 0.0000
C 1.045 2.303 -10.023 0.0006
C 1.904 2.883 -9.085 0.0004
H 3.001 2.593 -7.233 0.0010
H 0.730 2.859 -10.917 0.0001
H 2.258 3.908 -9.206 0.0000
Si -0.177 -0.594 -5.613 -0.0863
Cl 0.214 -2.697 -5.498 -0.0003
C -1.258 -1.176 -7.150 0.0022
C -0.493 1.322 -6.176 0.0095
C -1.271 -0.210 -4.081 0.1239
H -1.498 -0.368 -7.841 0.0006
H -2.186 -1.554 -6.689 -0.0012
H -0.832 -2.008 -7.735 0.0007
H -1.840 -1.104 -3.809 0.0094
H -1.987 0.581 -4.322 0.0042
H -0.794 0.115 -3.115 -0.0306
H -0.936 1.420 -7.171 0.0001
H 0.455 1.860 -6.216 -0.0038
H -1.098 1.906 -5.482 -0.0052
S 2.838 -0.057 -2.147 0.6040
C 3.058 -0.092 -0.401 0.0179
C 3.540 1.049 0.258 0.0290
C 3.821 0.982 1.619 -0.0229
C 3.605 -0.187 2.345 0.0433
C 3.085 -1.312 1.693 -0.0174
C 2.827 -1.276 0.317 0.0375
H 3.707 1.947 -0.335 -0.0045
H 4.228 1.857 2.115 -0.0015
H 3.851 -0.235 3.411 0.0031
H 2.925 -2.232 2.243 -0.0011
H 2.472 -2.158 -0.216 -0.0082
```

Output
E_HOMO (spin up / spin down), hartree: -0.24194 / -0.24126
E_LUMO (spin up / spin down), eV: 0.01 / -1.53
Electronic energy, eV: -89848.6850
Orbital gap (spin up / spin down), eV: 6.59 / 5.04
Largest force on an atom, eV/Å: 4.299
2S+1: 6
Molecular weight, g/mol: 734.85
Energy above the lowest of the compared OMol25 structures with the same formula, charge and spin, eV: 4.642
Net charge: 0

This record from the OMol25 dataset describes a molecular structure, C29H48ClF6IrOP. The level of theory is wB97M-V/def2-TZVPD.

XYZ file:
```
87
Properties=species:S:1:pos:R:3:mulliken_spin:R:1
Ir 1.712 0.703 -0.044 2.7257
Cl 2.936 -0.892 -1.216 0.4935
P -0.130 -0.691 -0.509 -0.0396
C 3.438 0.826 1.170 0.5397
H 3.190 0.726 2.233 0.0064
H 4.304 0.279 0.780 -0.0103
C -1.916 -0.018 -0.255 0.0225
C -0.017 -2.242 0.529 0.0562
C -2.257 0.170 1.220 -0.0033
H -1.847 0.985 -0.704 -0.0160
C -3.553 0.969 1.388 -0.0034
H -2.396 -0.812 1.698 -0.0020
H -1.433 0.670 1.750 0.0191
C -4.736 0.385 0.598 0.0004
H -3.813 1.023 2.452 0.0003
H -3.377 2.003 1.059 0.0011
C -4.368 0.022 -0.841 0.0003
H -5.107 -0.509 1.119 0.0001
H -5.564 1.107 0.598 0.0002
C -3.054 -0.762 -0.952 0.0061
H -5.179 -0.560 -1.294 0.0002
H -4.283 0.944 -1.431 0.0001
H -3.194 -1.747 -0.484 -0.0003
H -2.843 -0.940 -2.013 -0.0003
C -0.092 -1.323 -2.291 0.0351
C -1.278 -3.086 0.711 0.0075
H 0.729 -2.843 -0.018 0.0291
C -0.910 -4.416 1.385 0.0027
H -2.000 -2.557 1.349 0.0006
H -1.791 -3.298 -0.238 -0.0025
C -0.171 -4.216 2.712 0.0022
H -1.819 -5.009 1.546 -0.0005
H -0.276 -4.993 0.696 -0.0005
C 0.978 -3.202 2.622 0.0033
H -0.887 -3.876 3.474 0.0007
H 0.220 -5.180 3.060 -0.0010
C 0.588 -1.912 1.892 0.0715
H 1.342 -2.952 3.627 0.0001
H 1.821 -3.656 2.081 -0.0006
H -0.138 -1.343 2.496 0.0064
H 1.472 -1.264 1.771 -0.0459
C -0.549 -0.263 -3.293 -0.0280
H 0.988 -1.476 -2.448 0.0233
C -0.262 -0.713 -4.731 0.0053
H -1.627 -0.078 -3.183 -0.0048
H -0.042 0.690 -3.084 -0.0006
C -0.823 -2.104 -5.054 0.0022
H -0.668 0.025 -5.431 -0.0003
H 0.826 -0.730 -4.880 -0.0006
C -0.474 -3.152 -3.986 0.0003
H -1.915 -2.042 -5.154 0.0002
H -0.439 -2.438 -6.027 -0.0002
C -0.760 -2.680 -2.561 0.0073
H -1.023 -4.082 -4.173 0.0002
H 0.593 -3.395 -4.065 0.0000
H -1.848 -2.601 -2.418 -0.0002
H -0.397 -3.438 -1.856 0.0008
C 0.784 2.035 -1.036 0.9261
C 3.152 2.076 0.433 -0.0311
H -0.292 1.911 -1.261 0.0324
C 4.206 2.427 -0.614 -0.0447
H 2.790 2.950 0.977 0.0261
C 3.825 3.615 -1.486 0.0014
H 5.169 2.642 -0.115 -0.0036
H 4.315 1.505 -1.203 -0.0123
C 2.561 3.351 -2.319 0.0538
H 3.664 4.505 -0.865 -0.0050
H 4.673 3.837 -2.146 0.0023
C 1.294 3.358 -1.435 0.0958
H 2.466 4.144 -3.075 0.0007
H 2.654 2.406 -2.874 -0.0241
H 1.443 3.961 -0.522 0.0471
H 0.477 3.839 -1.994 0.0221
C 2.045 3.019 3.180 0.0046
C 0.833 2.112 2.997 -0.0678
O 0.713 1.335 1.898 0.0142
C 0.761 1.160 4.269 -0.0009
F 0.879 1.850 5.444 0.0025
F -0.376 0.427 4.330 -0.0009
F 1.807 0.281 4.216 -0.0041
C -0.395 3.121 3.042 0.0472
F -0.275 4.041 4.038 0.0036
F -0.431 3.809 1.859 0.0051
F -1.603 2.533 3.190 0.0015
H 2.967 2.453 3.018 -0.0047
H 2.037 3.406 4.200 -0.0017
H 1.977 3.858 2.473 0.0052
```

Output
E_HOMO (spin up / spin down), hartree: -0.23446 / -0.33413
E_LUMO (spin up / spin down), eV: 0.61 / -3.03
Electronic energy, eV: -73849.9134
Orbital gap (spin up / spin down), eV: 6.99 / 6.06
Largest force on an atom, eV/Å: 5.419
2S+1: 6
Molecular weight, g/mol: 785.33
Energy above the lowest of the compared OMol25 structures with the same formula, charge and spin, eV: 0.000
Net charge: 0